# 1
{
  "formula": "C37H72Br20ClN2O3PSi2",
  "method": "wB97M-V/def2-TZVPD",
  "symbols": ["C", "C", "C", "Si", "N", "C", "C", "C", "C", "C", "C", "C", "C", "O", "C", "O", "Si", "C", "C", "C", "C", "N", "C", "P", "O", "Cl", "H", "H", "H", "H", "H", "H", "H", "H", "H", "H", "H", "H", "H", "H", "H", "H", "H", "H", "H", "H", "H", "H", "H", "H", "H", "H", "H", "H", "H", "H", "H", "H", "Br", "C", "C", "Br", "H", "H", "H", "H", "Br", "C", "C", "Br", "H", "H", "H", "H", "Br", "C", "C", "Br", "H", "H", "H", "H", "Br", "C", "C", "Br", "H", "H", "H", "H", "Br", "C", "C", "Br", "H", "H", "H", "H", "Br", "C", "C", "Br", "H", "H", "H", "H", "Br", "C", "C", "Br", "H", "H", "H", "H", "Br", "C", "C", "Br", "H", "H", "H", "H", "Br", "C", "C", "Br", "H", "H", "H", "H", "Br", "C", "C", "Br", "H", "H", "H", "H"],
  "positions_angstrom": [[-2.7377, -4.0008, -1.1891], [-3.1670, -3.8056, -2.4884], [-2.4883, -2.7788, -3.3504], [-3.3134, -1.0520, -3.3043], [-4.8077, -1.2036, -4.2212], [-3.7389, -0.5144, -1.5550], [-5.1068, 0.1710, -1.4167], [-5.4912, 0.5158, 0.0407], [-4.3600, 1.1355, 0.8709], [-3.6601, 2.3345, 0.1767], [-3.0711, 3.3528, 1.1938], [-1.5852, 3.0302, 1.5237], [-0.6451, 4.2139, 1.3706], [-0.9168, 5.2092, 2.3611], [-0.7774, 6.5001, 1.7934], [-2.2245, -0.0296, -4.0813], [-2.4306, 1.6184, -3.8588], [-0.7275, 2.2906, -3.4453], [0.3080, 1.9637, -4.3119], [1.5583, 2.4365, -3.9385], [1.6378, 3.1595, -2.7629], [0.6544, 3.4939, -1.9523], [-0.5477, 3.0409, -2.3057], [-3.1619, 2.4253, -5.8550], [-3.4559, 1.0429, -6.7305], [-5.0526, 3.2271, -5.4568], [-3.4055, -3.6933, -0.3788], [-1.7451, -4.4103, -0.9943], [-3.9631, -4.4087, -2.9437], [-2.4888, -3.0691, -4.4202], [-1.4248, -2.6472, -3.0853], [-5.0251, -0.3059, -4.6467], [-4.6719, -1.9183, -4.9292], [-3.7778, -1.4142, -0.9280], [-2.8927, 0.0853, -1.1860], [-5.8491, -0.5613, -1.7694], [-5.2475, 1.0580, -2.0443], [-5.9184, -0.3514, 0.5579], [-6.2961, 1.2640, -0.0203], [-3.5877, 0.4105, 1.1563], [-4.7856, 1.5329, 1.8026], [-4.3297, 2.8342, -0.5324], [-2.7947, 1.9141, -0.3479], [-3.1564, 4.3725, 0.8026], [-3.6512, 3.2722, 2.1176], [-1.5535, 2.7512, 2.5862], [-1.1951, 2.1631, 0.9776], [0.3725, 3.8409, 1.5673], [-0.6284, 4.6344, 0.3562], [0.2244, 6.6342, 1.3537], [-1.4917, 6.6199, 0.9629], [-0.9465, 7.2790, 2.5389], [-3.3577, 1.9749, -2.7736], [0.1555, 1.3778, -5.2124], [2.4266, 2.2005, -4.5442], [2.6430, 3.5022, -2.4551], [-1.3812, 3.2767, -1.6448], [-4.2042, 1.1754, -7.3334], [1.4415, -1.8518, 2.7194], [0.7329, -2.9951, 1.3141], [0.6617, -2.2434, 0.0158], [-0.8461, -1.0162, 0.0042], [-0.2335, -3.3584, 1.6521], [1.4247, -3.8320, 1.2413], [0.4854, -2.9228, -0.8167], [1.5525, -1.6552, -0.1834], [-2.0355, -3.4369, 4.5804], [-1.8392, -2.4076, 6.2180], [-0.4034, -2.0345, 6.4738], [0.6204, -3.5514, 7.1507], [-2.2683, -3.0038, 7.0174], [-2.4438, -1.5154, 6.0675], [-0.3411, -1.2783, 7.2539], [0.1101, -1.6804, 5.5867], [2.7163, 5.4584, 1.4616], [4.4733, 5.2470, 0.6557], [4.6242, 6.1039, -0.5728], [3.6858, 5.3365, -2.1036], [4.6035, 4.1882, 0.4561], [5.1768, 5.5558, 1.4248], [5.6687, 6.1550, -0.8762], [4.2382, 7.1098, -0.4383], [6.5886, 3.4058, 2.9473], [8.3391, 3.1929, 2.1366], [8.4830, 4.0576, 0.9135], [7.5259, 3.3066, -0.6018], [8.4622, 2.1332, 1.9305], [9.0506, 3.4957, 2.9038], [9.5244, 4.1082, 0.6004], [8.1027, 5.0643, 1.0583], [0.0694, 1.1438, 5.2187], [1.7126, 0.7516, 6.1971], [2.8465, 1.6223, 5.7236], [3.5394, 0.9907, 4.0230], [1.9147, -0.3092, 6.0764], [1.4787, 0.9574, 7.2404], [3.6874, 1.5731, 6.4126], [2.5544, 2.6590, 5.5877], [-6.6429, -5.3246, -3.0745], [-6.0973, -6.7625, -4.2692], [-6.6229, -8.0950, -3.8057], [-5.6026, -8.7775, -2.2959], [-5.0132, -6.7304, -4.3272], [-6.5173, -6.5047, -5.2399], [-6.5111, -8.8436, -4.5876], [-7.6614, -8.0536, -3.4923], [0.6197, -5.9113, 3.3694], [2.2524, -6.2792, 4.3551], [3.3825, -5.4052, 3.8812], [4.1030, -6.0252, 2.1811], [2.4561, -7.3400, 4.2465], [2.0151, -6.0617, 5.3950], [4.2172, -5.4481, 4.5781], [3.0846, -4.3700, 3.7383], [6.0469, 1.2677, -4.4099], [5.1429, 0.2483, -5.7959], [5.1129, 1.0033, -7.0974], [3.7708, 2.4130, -7.0652], [4.1520, 0.0101, -5.4211], [5.7188, -0.6694, -5.8977], [4.8184, 0.3475, -7.9144], [6.0612, 1.4730, -7.3383], [9.1797, 0.0196, 4.7765], [10.9332, -0.1990, 3.9587], [11.0794, 0.6632, 2.7328], [10.1233, -0.0892, 1.2122], [11.0548, -1.2571, 3.7501], [11.6461, 0.1018, 4.7239], [12.1206, 0.7110, 2.4200], [10.7017, 1.6706, 2.8764], [-9.6730, -5.2216, -0.2135], [-9.3926, -3.3405, 0.1980], [-8.5291, -2.6701, -0.8366], [-6.6537, -3.1356, -0.6126], [-8.9683, -3.2961, 1.1961], [-10.3872, -2.8990, 0.2079], [-8.5694, -1.5877, -0.7236], [-8.7993, -2.9345, -1.8547]],
  "homo_ev": -7.173,
  "mol_weight_g_mol": 2313.67,
  "energy_ha": -54649.124575,
  "e_lumo_ev": 0.24,
  "orbital_gap_ev": 7.412
}


# 2
{
  "formula": "C37H73BI2N2O5",
  "method": "wB97M-V/def2-TZVPD",
  "symbols": ["C", "C", "C", "C", "C", "C", "C", "C", "C", "C", "C", "C", "B", "C", "C", "C", "O", "C", "C", "C", "C", "C", "C", "C", "C", "I", "C", "C", "I", "H", "H", "H", "H", "H", "H", "H", "H", "H", "H", "H", "H", "H", "H", "H", "H", "H", "H", "H", "H", "H", "H", "H", "H", "H", "H", "H", "H", "H", "H", "H", "H", "H", "H", "H", "H", "H", "H", "H", "H", "H", "H", "H", "C", "O", "C", "C", "N", "C", "C", "O", "C", "H", "H", "H", "H", "H", "H", "H", "H", "H", "H", "H", "H", "H", "H", "H", "C", "O", "C", "C", "N", "C", "C", "O", "C", "H", "H", "H", "H", "H", "H", "H", "H", "H", "H", "H", "H", "H", "H", "H"],
  "positions_angstrom": [[-10.3387, -0.5859, 2.6627], [-8.7153, -0.6712, 2.3779], [-8.3373, -0.8695, 0.7829], [-6.9792, -1.8445, 0.7695], [-6.2587, -1.7426, -0.7091], [-4.6238, -1.7971, -0.4899], [-4.0895, -3.2382, -1.1487], [-3.7967, -2.9247, -2.7311], [-2.2273, -2.6373, -3.1063], [-1.4331, -1.6419, -2.0751], [-1.4388, -0.0563, -2.4921], [-1.5725, 0.8696, -1.1458], [-0.1952, 0.9820, -0.2431], [1.2268, 0.2860, -0.6893], [1.7591, -0.9078, 0.2997], [0.7078, -2.1432, 0.5322], [2.9596, -1.5102, -0.3680], [4.1319, -1.4597, 0.5197], [3.8507, -2.4895, 1.7990], [3.6450, -4.0781, 1.4111], [3.3163, -5.1245, 2.6355], [3.2073, -4.5011, 4.1550], [3.4339, -2.9080, 4.5502], [3.7620, -1.8623, 3.3210], [-0.3251, 1.8370, 1.1853], [-0.3560, 0.4899, 2.9648], [-1.6927, 2.7341, 1.2967], [-1.4119, 3.9595, 2.3988], [-3.2414, 1.4602, 2.2749], [-10.8425, -0.0389, 1.7544], [-10.5580, 0.0111, 3.6699], [-10.7583, -1.6832, 2.6770], [-8.1455, 0.2690, 2.7970], [-8.3092, -1.5980, 2.9965], [-9.1775, -1.3993, 0.1548], [-8.1088, 0.1697, 0.2420], [-6.2736, -1.4024, 1.5918], [-7.2340, -2.9684, 1.0341], [-6.6462, -2.6482, -1.3651], [-6.5920, -0.7620, -1.3000], [-4.1697, -0.8975, -1.1252], [-4.2782, -1.6483, 0.6185], [-3.1256, -3.5406, -0.5283], [-4.8923, -4.0791, -0.9774], [-4.4979, -2.0544, -3.1002], [-4.1028, -3.9136, -3.3256], [-1.6609, -3.6723, -3.1242], [-2.1655, -2.2126, -4.2158], [-1.7633, -1.7129, -0.9549], [-0.2899, -1.9851, -2.0978], [-0.4656, 0.2027, -3.0955], [-2.4048, 0.1292, -3.1406], [-2.3771, 0.3358, -0.4490], [-1.9144, 1.9490, -1.4909], [1.2603, -0.1229, -1.7855], [2.0471, 1.1521, -0.6394], [2.0856, -0.3823, 1.3192], [0.7738, -2.8612, -0.4086], [-0.3825, -1.8278, 0.8152], [1.1017, -2.8022, 1.4463], [4.3751, -0.3619, 0.8795], [5.0390, -1.9601, -0.0735], [3.7151, -4.4485, 0.2899], [3.1287, -6.2635, 2.4160], [2.9380, -5.2419, 5.0285], [3.3491, -2.4728, 5.6361], [3.9160, -0.6898, 3.4655], [0.5868, 2.5956, 1.3107], [-2.0627, 3.2089, 0.2933], [-0.3025, 4.3412, 2.3776], [-1.6822, 3.4903, 3.4622], [-2.2190, 4.7854, 2.2012], [10.5871, -0.7415, 0.4613], [10.9263, -2.0977, 0.7178], [11.2617, -2.3743, 2.0842], [10.1080, -3.0916, 2.8126], [8.9709, -2.1969, 3.0445], [7.7037, -2.8707, 3.3543], [7.1975, -3.9889, 2.4186], [6.7235, -3.5427, 1.1476], [7.7448, -3.1695, 0.2334], [10.6438, -0.5766, -0.6172], [9.5666, -0.5243, 0.7711], [11.2788, -0.0525, 0.9546], [11.5904, -1.4723, 2.6168], [12.1195, -3.0559, 2.0568], [10.4718, -3.4612, 3.7816], [9.8375, -3.9520, 2.2055], [8.8257, -1.6184, 2.2198], [6.9380, -2.0843, 3.3834], [7.7750, -3.2709, 4.3729], [6.3258, -4.4401, 2.9072], [7.9177, -4.8033, 2.2986], [8.6089, -3.8338, 0.2811], [8.0273, -2.1358, 0.4061], [7.3318, -3.2201, -0.7815], [-3.5879, 3.1108, -3.3756], [-2.6648, 3.8787, -2.6151], [-1.6229, 4.4868, -3.3902], [-1.8780, 5.9936, -3.5919], [-2.9986, 6.2387, -4.5037], [-3.5651, 7.5919, -4.4417], [-3.9790, 8.1725, -3.0730], [-5.1483, 7.5875, -2.4989], [-4.9522, 6.2929, -1.9479], [-4.1397, 2.4662, -2.6876], [-4.3132, 3.7486, -3.8775], [-3.0789, 2.4796, -4.1098], [-1.4602, 3.9635, -4.3415], [-0.7023, 4.3753, -2.8061], [-0.9731, 6.4567, -4.0097], [-2.0485, 6.4199, -2.6064], [-3.7449, 5.5762, -4.3035], [-4.4546, 7.5811, -5.0854], [-2.8508, 8.2780, -4.9126], [-4.2378, 9.2247, -3.2407], [-3.1586, 8.1865, -2.3498], [-3.9965, 6.2017, -1.4297], [-5.0544, 5.5461, -2.7290], [-5.7526, 6.1042, -1.2221]],
  "homo_ev": -7.943,
  "mol_weight_g_mol": 890.62,
  "e_above_lowest_ev": 15.510,
  "energy_ha": -2558.823268,
  "e_lumo_ev": -0.43,
  "orbital_gap_ev": 7.512
}


# 3
{
  "formula": "C37H73N4O7",
  "method": "wB97M-V/def2-TZVPD",
  "symbols": ["C", "C", "C", "C", "C", "C", "N", "O", "C", "C", "C", "H", "H", "H", "H", "H", "H", "H", "H", "H", "H", "H", "H", "H", "H", "H", "H", "H", "H", "C", "C", "C", "C", "C", "C", "N", "O", "C", "C", "C", "H", "H", "H", "H", "H", "H", "H", "H", "H", "H", "H", "H", "H", "H", "H", "H", "H", "H", "C", "C", "C", "C", "C", "C", "N", "O", "C", "C", "C", "H", "H", "H", "H", "H", "H", "H", "H", "H", "H", "H", "H", "H", "H", "H", "H", "H", "H", "C", "C", "C", "C", "C", "C", "N", "O", "C", "C", "C", "H", "H", "H", "H", "H", "H", "H", "H", "H", "H", "H", "H", "H", "H", "H", "H", "H", "H", "O", "C", "O", "O", "H"],
  "positions_angstrom": [[19.9220, 5.2075, 9.7948], [20.1479, 3.6818, 9.3759], [18.7362, 3.1295, 8.8353], [18.4233, 3.4115, 7.4028], [19.5778, 2.9112, 6.4883], [20.9986, 3.6260, 6.7754], [21.2936, 3.5392, 8.3073], [22.5268, 4.1688, 8.7386], [20.8970, 5.1751, 6.4592], [22.0761, 2.8312, 5.9882], [20.6344, 2.8975, 10.6225], [20.7353, 5.8091, 10.2007], [19.0934, 5.2446, 10.5020], [19.4304, 5.5815, 8.8966], [17.8803, 3.5591, 9.3558], [18.5595, 2.0771, 9.0576], [18.3970, 4.5012, 7.4008], [17.4318, 3.0067, 7.1998], [19.3032, 2.9855, 5.4361], [19.7364, 1.8356, 6.5656], [20.4133, 5.4051, 5.5098], [21.8822, 5.6408, 6.4802], [20.2555, 5.8283, 7.0507], [22.1906, 3.1961, 4.9674], [21.8042, 1.7869, 5.8345], [23.0889, 2.9069, 6.3837], [21.6371, 3.1741, 10.9483], [20.6592, 1.8287, 10.4104], [20.0597, 2.9284, 11.5482], [25.8155, -0.5481, 2.7287], [24.9246, -0.7263, 3.9784], [24.6518, -2.1747, 4.2406], [25.7925, -2.9626, 4.8366], [26.2283, -2.3459, 6.2303], [26.6582, -0.8392, 6.1025], [25.6112, -0.1218, 5.2079], [25.8030, 1.2974, 5.0600], [27.9759, -0.6858, 5.3730], [26.4924, -0.2045, 7.5247], [23.5224, 0.0089, 3.7585], [26.1380, 0.4881, 2.6274], [25.2480, -0.8889, 1.8627], [26.6563, -1.2241, 2.8842], [24.2870, -2.6730, 3.3424], [23.8269, -2.3074, 4.9406], [26.6059, -3.0273, 4.1138], [25.5700, -4.0158, 5.0078], [27.0900, -2.8637, 6.6516], [25.3836, -2.3773, 6.9185], [28.6643, -1.0250, 6.1471], [28.1034, 0.3862, 5.2224], [28.0071, -1.3043, 4.4761], [26.8551, -0.8323, 8.3386], [25.4411, -0.0582, 7.7729], [27.0204, 0.7477, 7.5757], [22.7481, -0.3693, 4.4260], [23.0645, -0.2581, 2.8060], [23.5836, 1.0948, 3.8307], [23.2011, -0.5670, 12.3124], [22.8966, -0.1528, 13.7718], [24.1362, -0.5285, 14.6677], [25.4528, 0.2448, 14.4782], [25.1845, 1.7879, 14.4658], [24.0486, 2.2261, 13.5842], [22.7882, 1.3371, 13.7760], [21.5595, 1.7647, 13.3009], [24.5217, 2.2558, 12.1132], [23.5755, 3.5914, 14.0622], [21.6456, -0.7799, 14.3845], [24.2288, -0.7328, 11.9894], [22.7351, 0.0563, 11.5493], [22.6589, -1.4963, 12.1376], [24.1500, -1.6109, 14.7958], [23.8790, -0.3729, 15.7155], [25.9135, 0.1276, 13.4973], [26.2175, 0.0413, 15.2278], [26.0443, 2.3438, 14.0918], [25.1560, 2.1157, 15.5049], [25.3802, 2.8670, 11.8347], [23.7829, 2.4472, 11.3350], [25.0795, 1.3540, 11.8605], [22.6033, 3.9135, 13.6891], [24.2024, 4.4560, 13.8445], [23.4658, 3.5184, 15.1442], [21.4840, -0.5604, 15.4399], [21.7022, -1.8682, 14.4043], [20.8029, -0.3922, 13.8122], [20.1418, -5.5123, 6.8743], [21.0397, -4.3458, 7.2937], [20.7345, -3.1124, 6.3476], [19.5469, -2.2888, 6.6103], [19.4638, -1.8429, 8.0346], [19.4935, -3.0344, 9.0280], [20.7807, -3.8962, 8.7180], [21.1787, -4.8214, 9.7369], [18.2148, -3.8742, 8.8923], [19.6296, -2.3919, 10.4571], [22.5609, -4.6007, 7.1098], [19.2400, -5.2001, 6.3475], [19.9508, -6.2080, 7.6914], [20.6213, -5.9897, 6.0198], [20.8888, -3.4070, 5.3095], [21.5645, -2.4220, 6.4983], [18.6405, -2.8000, 6.2858], [19.6166, -1.3970, 5.9875], [18.6702, -1.1119, 8.1887], [20.2993, -1.1540, 8.1589], [17.3562, -3.3611, 9.3253], [18.2514, -4.8225, 9.4287], [17.9108, -4.1376, 7.8793], [20.5381, -1.8180, 10.6396], [19.7555, -3.2386, 11.1319], [18.7111, -1.8769, 10.7386], [22.7501, -4.7015, 6.0411], [23.1038, -5.4358, 7.5525], [23.1035, -3.7799, 7.5786], [22.9594, -0.5661, 7.0431], [22.7680, -0.4448, 8.3464], [22.2439, 0.5890, 8.6385], [22.9459, -1.4276, 9.0599], [22.5618, 0.3060, 7.0989]],
  "total_charge": 4,
  "homo_ev": [-19.411, -19.518],
  "spin_multiplicity": 2,
  "mol_weight_g_mol": 686.01,
  "energy_ha": -2197.098016,
  "e_lumo_ev": [-15.97, -16.29],
  "orbital_gap_ev": [3.439, 3.225]
}